Record 1
{
  "formula": "C2H3N3S",
  "method": "wB97M-V/def2-TZVPD",
  "species": ["C", "C", "N", "N", "N", "S", "H", "H", "H"],
  "positions_angstrom": [[-0.17, 0.13, 0.01], [-0.35, -1.23, -0.10], [1.16, 0.27, 0.18], [0.85, -1.82, 0.01], [1.74, -0.92, 0.17], [4.23, 0.23, -0.06], [-0.84, 0.96, -0.04], [-1.24, -1.80, -0.26], [1.73, 1.10, 0.27]],
  "lumo_ha": [-0.083, -0.083],
  "spin_multiplicity": 1,
  "orbital_gap_ha": [0.2762, 0.2760],
  "max_force_ha_per_bohr": 0.035
}

Record 2
{
  "formula": "C2H3N3S2",
  "method": "wB97M-V/def2-TZVPD",
  "species": ["C", "C", "N", "N", "N", "S", "S", "H", "H", "H"],
  "positions_angstrom": [[-0.58, 0.28, 0.02], [0.83, 0.85, -0.06], [-0.51, -1.04, -0.01], [0.72, -1.32, 0.04], [1.60, -0.33, 0.03], [-2.01, 1.09, 0.06], [-3.27, -0.35, 0.02], [1.08, 1.47, -0.95], [1.25, 1.67, 0.71], [0.90, -2.31, 0.13]],
  "lumo_ha": [-0.059, -0.023],
  "spin_multiplicity": 1,
  "orbital_gap_ha": [0.2189, 0.2772],
  "max_force_ha_per_bohr": 0.051
}

Record 3
{
  "formula": "C2H3N4",
  "method": "wB97M-V/def2-TZVPD",
  "species": ["C", "C", "N", "N", "N", "N", "H", "H", "H"],
  "positions_angstrom": [[0.10, 0.45, 0.27], [0.28, -1.56, -0.92], [0.94, 1.07, 1.05], [-1.11, 0.97, 0.06], [0.14, 2.12, 1.39], [-1.09, 2.02, 0.89], [-0.71, -1.18, -1.35], [1.17, -1.80, -1.47], [0.27, -2.09, 0.07]],
  "lumo_ha": 0.153,
  "spin_multiplicity": 1,
  "total_charge": -1,
  "orbital_gap_ha": 0.3253,
  "max_force_ha_per_bohr": 0.097
}

Record 4
{
  "formula": "C2H3N4",
  "method": "wB97M-V/def2-TZVPD",
  "species": ["C", "C", "N", "N", "N", "N", "H", "H", "H"],
  "positions_angstrom": [[1.95, -0.02, -0.08], [0.01, 0.00, -0.08], [2.67, -1.13, -0.08], [2.65, 1.10, -0.08], [3.92, -0.66, -0.09], [3.91, 0.65, -0.09], [-0.26, -0.05, -1.13], [-0.27, -0.88, 0.47], [-0.25, 0.93, 0.39]],
  "lumo_ha": [0.155, 0.103],
  "spin_multiplicity": 3,
  "total_charge": -1,
  "orbital_gap_ha": [0.1269, 0.2668],
  "max_force_ha_per_bohr": 0.176
}

no.,DFT total energy (Ha)
1,-640.3268
2,-1038.5268
3,-296.9199
4,-296.8049